Record 1
Below is one molecule with the formula C2H5N3S2 at a distorted geometry, with properties calculated with ωB97M-V with the def2-TZVPD basis set.

Calculated values
SMILES	N/N=C(/N)C(=S)S
HOMO energy	-8.079	eV
relative energy (zero: lowest compared OMol25 entry of this formula, charge and spin)	311.2	kJ/mol
LUMO level	-0.63	eV
frontier orbital gap	0.2739	Eh

ORCA input file:
```
! RIJCOSX wB97M-V def2-TZVPD def2/J DEFGRID3
* xyz 0 1
S 1.48202 1.13393 -0.53585
S 0.98438 -1.51059 0.56429
N -1.90866 0.10718 -0.54109
N -1.30156 0.96615 1.60212
N -1.49345 -0.63039 -1.55986
C 0.43691 -0.03826 0.26966
C -1.03089 0.38008 0.32816
H 2.56704 0.38331 -0.81175
H -2.12089 1.57251 1.54590
H -2.26217 -1.04389 -1.99569
H -0.76934 -1.38395 -1.50650
H -0.38742 1.34719 2.21797
*
```

Atom charges from the natural (NBO) analysis, given in e for atoms 1 to 4: S 0.1013; S 0.0702; N -0.2566; N -0.8319

=====

Record 2
Below is a 2-piece molecular cluster, C4H5BrClN overall at a distorted geometry, with properties calculated with ωB97M-V with the def2-TZVPD basis set.

Calculated values
HOMO energy	-9.257	eV
relative energy (zero: lowest compared OMol25 entry of this formula, charge and spin)	164.0	kJ/mol
LUMO level	-0.25	eV
frontier orbital gap	0.3309	Eh

ORCA input file:
```
! RIJCOSX wB97M-V def2-TZVPD def2/J DEFGRID3
* xyz 0 1
Br -2.62771 0.06642 0.12763
Cl 2.00567 -0.22934 1.14328
N 0.15643 -2.50182 -1.17692
C -1.16489 -0.04160 1.20472
C 0.68545 -0.26261 -0.03025
C 0.58891 0.93607 -0.93220
C 0.42994 -1.53965 -0.62334
H 1.42976 1.21450 -1.61429
H -0.80247 0.83918 1.81541
H 0.65624 1.83669 -0.32237
H -0.23563 0.64116 -1.45068
H -1.12170 -0.95899 1.85901
*
```

Atom charges from the natural (NBO) analysis, given in e for atoms 1 to 4: Br 0.1399; Cl 0.0109; N -0.2786; C -0.4866

=====

Record 3
Below is C31H35ClN2Si2Tb as an isolated structure at a distorted geometry, with properties calculated with ωB97M-V with the def2-TZVPD basis set.

Calculated values
HOMO energy (alpha / beta)	-10.579 / -10.579	eV
relative energy (zero: lowest compared OMol25 entry of this formula, charge and spin)	357.9	kJ/mol
LUMO level (alpha / beta)	-3.63 / -3.19	eV
frontier orbital gap (alpha / beta)	0.2555 / 0.2715	Eh

ORCA input file:
```
! RIJCOSX wB97M-V def2-TZVPD def2/J DEFGRID3
* xyz 1 7
Tb 0.00000 0.00000 0.00000
Cl 2.07320 0.61210 -3.34350
Si 3.32720 0.40350 -8.68220
Si 0.09940 0.20670 -2.47190
N 2.31890 0.08070 0.34650
N 0.62910 1.87810 1.28220
C 0.13840 -2.61820 -3.03830
C 2.40830 -1.16870 -9.11490
C 2.74060 2.72840 -10.23300
C 1.70170 1.51170 2.21500
C -0.41370 -1.37850 -3.37220
C 0.85760 4.18170 -9.89050
C 0.52710 -2.28200 -10.16030
C 1.16450 2.25200 -8.49080
C -2.16710 -0.65740 -0.22740
C 2.01210 3.85550 -10.58710
C 1.04620 -3.51840 -9.80030
C -0.82040 -1.67170 1.31390
C 2.33240 1.90950 -9.17810
C -1.38560 -1.80930 0.02660
C -2.19100 1.90800 -2.71950
C -2.61470 3.49320 -4.47400
C 2.91250 -2.42100 -8.75740
C -1.39570 3.16000 -5.05150
C -3.01350 2.86200 -3.30490
C 0.43370 3.37670 -8.84170
C 2.24000 -3.58660 -9.09690
C -1.42570 -3.76740 -4.45820
C -1.99210 -2.54840 -4.80060
C -2.08290 0.18780 0.90210
C -0.35350 -3.79780 -3.57500
C -1.24840 -0.43910 1.85920
C -0.58420 2.20170 -4.46290
C -1.48740 -1.37010 -4.26620
C 1.20230 -1.11990 -9.81980
C -0.96240 1.55880 -3.28200
C 2.34320 0.18100 1.79530
H 3.63600 2.48180 -10.79100
H -2.50300 1.43200 -1.79720
H 0.81480 1.62670 -7.67810
H -1.81500 -4.68710 -4.87610
H -3.24910 4.24020 -4.93410
H 3.59790 0.38160 -7.21880
H -0.99020 -0.04970 2.83020
H 2.34340 4.47680 -11.40900
H 3.83980 -2.48950 -8.20100
H 1.03240 2.53300 0.57130
H 0.77900 -0.16200 -10.09700
H -0.17080 -2.38280 1.79610
H -2.56830 1.14300 1.01570
H 2.47110 2.31800 2.18750
H 3.36680 0.08190 2.21630
H 2.64570 -4.54760 -8.80910
H 1.33680 1.43250 3.26180
H -1.22970 -2.62340 -0.66040
H -3.96290 3.11460 -2.84880
H 1.71920 -0.65070 2.18270
H -1.07910 3.64890 -5.96430
H 2.78310 -0.79070 0.00480
H 2.78000 0.92050 -0.07460
H -0.40620 -2.22430 -10.70530
H 0.36350 1.95190 -4.92280
H 0.10240 -4.74400 -3.31070
H 0.28670 5.05890 -10.16620
H -0.15320 2.37570 1.76650
H -2.82140 -2.51310 -5.49620
H 4.64100 0.48090 -9.37770
H -2.73210 -0.47000 -1.12350
H 0.97870 -2.66040 -2.35720
H -0.46880 3.62560 -8.29860
H 0.51900 -4.42590 -10.06430
H -1.92880 -0.42650 -4.56300
*
```

Atom charges from the Löwdin analysis, given in e for atoms 1 to 4: Tb 1.2828; Cl 0.2162; Si 0.7288; Si 0.2778

=====

Record 4
Below is C35H33AsBrCaN2O5 as an isolated structure at a distorted geometry, with properties calculated with ωB97M-V with the def2-TZVPD basis set.

Calculated values
HOMO energy	-4.214	eV
relative energy (zero: lowest compared OMol25 entry of this formula, charge and spin)	0.0	kJ/mol
LUMO level	1.69	eV
frontier orbital gap	0.2170	Eh

ORCA input file:
```
! RIJCOSX wB97M-V def2-TZVPD def2/J DEFGRID3
* xyz -1 1
Br 3.19639 -18.52920 5.12288
As 8.24514 -19.96780 0.67143
Ca 6.75568 -18.84375 3.65430
O 11.74545 -15.88888 6.07808
O 11.26485 -18.81392 6.26773
O 8.61805 -19.41832 5.08552
O 7.45818 -16.76857 4.27541
O 9.79953 -15.22222 3.79230
N 6.66292 -19.48586 1.42287
N 5.47203 -20.03882 5.42165
C 7.53343 -22.33063 -3.00671
C 4.21107 -20.04939 5.78643
C 7.64621 -21.26397 -0.83770
C 10.93296 -20.00629 -0.80981
C 6.25621 -21.08519 5.69739
C 9.16231 -18.26479 5.24254
C 7.08484 -22.72596 1.13791
C 2.71964 -19.47294 -0.10197
C 4.49744 -22.14083 6.87156
C 9.60793 -16.04222 -0.15080
C 9.08530 -18.36184 -0.11883
C 5.43796 -19.44298 0.80541
C 5.81648 -22.14346 6.46745
C 6.83322 -23.21743 6.80112
C 7.07062 -23.52118 -2.49952
C 10.50708 -18.01889 5.79749
C 5.10951 -19.27003 -0.54979
C 4.32800 -19.61568 1.68736
C 7.17989 -22.49834 -0.34543
C 3.02689 -19.62533 1.25075
C 3.76783 -19.29458 -0.98312
C 11.88661 -15.09760 -0.66267
C 9.74404 -16.08467 4.69824
C 11.28271 -17.54908 -0.79464
C 3.62354 -21.09746 6.48091
C 10.44099 -18.60860 -0.52544
C 8.70829 -17.03018 0.10617
C 8.17340 -19.91988 -2.97948
C 7.33962 -16.52001 0.59484
C 6.90292 -23.59526 -1.13891
C 10.90813 -16.24695 -0.54348
C 8.60064 -17.00190 4.84445
C 10.80912 -16.54986 5.61745
C 6.69454 -24.65882 -3.40936
C 7.78040 -21.17877 -2.20977
H 7.26865 -20.97749 5.31542
H 6.73256 -23.53115 7.82254
H 7.57551 -19.77327 -3.87988
H 4.49933 -19.74011 2.76016
H 12.29726 -17.73925 -1.15918
H 9.18792 -20.05857 -3.32378
H 2.56495 -21.09829 6.78973
H 4.11189 -22.97728 7.48462
H 7.48883 -24.84330 -4.13573
H 12.93541 -15.47252 -0.82863
H 1.68966 -19.53112 -0.48593
H 11.91936 -19.97129 -1.23425
H 8.07338 -22.73887 1.63846
H 6.72483 -24.10038 6.14934
H 6.50795 -25.58357 -2.89625
H 10.32568 -20.42278 -1.60146
H 5.84284 -24.47665 -4.04151
H 6.50689 -17.19110 0.32721
H 3.59685 -19.18037 -2.03832
H 8.20114 -18.98862 -2.39778
H 6.42586 -21.99434 1.57542
H 7.14795 -15.54008 0.15608
H 11.57085 -14.35439 -1.43068
H 7.85270 -22.84859 6.67196
H 10.82952 -20.63005 0.08802
H 2.22873 -19.82322 1.97927
H 5.89563 -19.05856 -1.27841
H 9.31256 -14.99414 0.03095
H 6.70227 -23.74828 1.36295
H 11.86892 -14.51173 0.25192
H 7.32669 -16.45859 1.72911
H 7.68341 -22.18082 -4.07906
H 6.56142 -24.51280 -0.67733
*
```

Atom charges from the Löwdin analysis, given in e for atoms 1 to 4: Br 0.7388; As 1.3064; Ca 1.3922; O 0.0821

=====

Record 5
Below is C44H42BrF9NO4PPt as an isolated structure at a distorted geometry, with properties calculated with ωB97M-V with the def2-TZVPD basis set.

Calculated values
HOMO energy (alpha / beta)	-13.030 / -13.030	eV
LUMO level (alpha / beta)	-9.54 / -9.55	eV
frontier orbital gap (alpha / beta)	0.1283 / 0.1280	Eh

ORCA input file:
```
! RIJCOSX wB97M-V def2-TZVPD def2/J DEFGRID3
* xyz 2 1
Pt 0.77293 -0.09427 -0.45808
Br -2.84197 -1.07497 6.11602
P -1.13197 1.30843 -0.44838
F -1.90727 6.89473 3.12222
F -6.43047 -2.53607 1.16822
F -4.84467 -3.91177 0.67752
F -0.25137 6.05413 4.21322
F -2.13827 3.75663 -6.54228
F -6.13597 -3.16627 -0.87638
F -2.72517 5.51103 -5.43978
F -0.65427 5.19383 -5.94188
F -2.26687 5.50383 4.72732
O 2.64493 -1.22567 -0.67728
O 0.20673 -0.37907 1.75432
O -0.57437 -1.85537 -1.19618
O 2.31553 -0.91017 2.25432
N -0.82227 -1.93967 -3.45678
C -1.44577 -2.51697 -4.63148
C 1.49173 -3.82487 0.46492
C 4.80973 -3.06777 1.50872
C 1.68233 -0.88327 4.96812
C -4.53807 -1.68157 0.04272
C 2.95763 -3.93687 0.04632
C -0.15857 2.92603 1.58112
C -1.77257 4.58623 -5.54848
C -0.02477 -1.01357 6.65572
C 3.10423 -4.00427 -1.47368
C -1.33757 2.26473 -1.98288
C -2.49727 3.22843 1.09792
C -0.63997 -0.92827 4.31052
C 4.38283 0.97143 0.05142
C -0.20537 3.94843 2.51042
C -2.71397 3.51873 -3.50028
C 3.80533 -2.82987 0.60602
C 4.45653 1.00633 -1.47418
C -1.08337 -2.35177 -2.21938
C 3.56413 -1.46147 0.14812
C -2.54477 4.26013 2.02162
C -2.04007 -3.49557 -2.03248
C -0.21577 2.56983 -2.74848
C -2.58777 2.75063 -2.35708
C 0.16123 -0.91367 -3.73768
C -1.45357 5.77783 3.69862
C 0.70223 -0.86127 3.98102
C -4.25187 -1.21407 -1.23318
C -0.33737 3.33553 -3.89608
C -2.58677 0.24413 -0.29068
C 5.62923 -2.04797 1.98452
C -1.29157 2.56713 0.86122
C 3.13803 1.68153 0.56452
C -5.50907 -2.81887 0.24932
C -2.92507 -0.18957 0.99072
C 1.31133 -0.96227 6.30092
C -1.59177 3.80363 -4.26748
C -3.89777 -1.15527 1.15892
C 5.46283 -0.74847 1.50912
C 4.49013 -0.43067 0.59862
C 1.13643 -0.72497 2.52762
C -3.26037 -0.26247 -1.40068
C -0.99037 -1.00257 5.65302
C -1.39617 4.62783 2.71392
H 3.33763 -4.87377 0.47132
H 3.58953 0.51773 -1.92228
H 4.48253 2.03683 -1.81978
H -0.89537 -3.38877 -4.98728
H 2.55223 -4.85327 -1.86698
H -0.29847 -0.10587 -4.30968
H -3.01737 0.08813 -2.39388
H -3.00477 -3.29887 -2.49208
H 0.75953 2.20713 -2.43568
H 4.14933 -4.11147 -1.75308
H -2.40917 0.23073 1.84042
H -0.32027 -1.07207 7.69122
H 1.39913 -3.84557 1.54892
H -1.62847 -4.39867 -2.47948
H 5.24863 1.52333 0.43612
H -3.46977 4.78773 2.20602
H -3.39927 2.94513 0.57532
H 2.21813 1.16763 0.17072
H -2.46857 -2.82207 -4.43078
H 2.07193 -0.98207 7.06612
H 0.76443 2.39523 1.42482
H -4.16787 -1.50317 2.14392
H 2.71813 -0.84197 4.67102
H 3.10943 1.65043 1.65062
H 0.98923 -1.32957 -4.31918
H 5.35483 0.50283 -1.82228
H 0.56763 -0.50107 -2.79768
H 3.12283 2.71243 0.21892
H -1.46027 -1.77767 -5.43008
H 4.98333 -4.07427 1.85932
H 0.93403 -4.65887 0.04432
H 1.04713 -2.89937 0.09432
H -2.19227 -3.65967 -0.96878
H 6.40893 -2.26467 2.69772
H 2.71023 -3.09597 -1.92558
H 0.52863 3.57473 -4.49398
H 6.13633 0.01943 1.85932
H -1.39527 -0.93267 3.54132
H -3.46007 2.53023 -1.76088
H 0.67513 4.22563 3.06852
H -3.67847 3.90443 -3.79398
H -4.79687 -1.59787 -2.08428
*
```

Atom charges from the Löwdin analysis, given in e for atoms 1 to 4: Pt 0.8927; Br 0.7510; P 1.0638; F 0.1663

=====

Record 6
Below is C54H73N6OP2ReSi4 as an isolated structure at a distorted geometry, with properties calculated with ωB97M-V with the def2-TZVPD basis set.

Calculated values
HOMO energy (alpha / beta)	-9.713 / -9.958	eV
LUMO level (alpha / beta)	-2.73 / -4.11	eV
frontier orbital gap (alpha / beta)	0.2565 / 0.2149	Eh

ORCA input file:
```
! RIJCOSX wB97M-V def2-TZVPD def2/J DEFGRID3
* xyz 1 4
Re 0.20732 0.08348 -0.61031
P 1.24593 -0.11423 -2.87903
P 0.38157 -0.28884 1.85938
Si -1.84978 3.68303 -1.20564
Si 0.07213 2.52926 -0.23629
Si 2.22060 3.69499 -0.53121
Si -0.27822 3.87564 2.22398
O -1.73897 -0.24523 -0.99045
N -3.24475 -5.08401 3.36846
N -3.03514 -5.29286 2.13623
N 0.29346 -2.59125 -0.29518
N -1.72539 -5.58228 1.93269
N -0.38066 -4.63507 0.17395
N 2.22706 0.13603 -0.19176
C -1.99924 3.81570 -3.10543
C 0.54642 -5.63064 4.84228
C 2.18267 -1.92547 5.09909
C 0.72292 -1.38076 -4.09669
C -1.21702 -5.74569 0.60363
C 4.41692 -0.31361 -0.26994
C -2.61702 -0.65672 -2.01120
C -1.63093 -1.04339 3.71603
C -0.69663 -3.31106 0.20008
C 1.82272 5.41923 -1.22124
C 0.97008 2.50927 -3.80914
C -2.25383 -2.06828 -2.51510
C 2.95669 -0.68521 -2.41478
C 2.81015 -3.34206 3.27480
C 1.81272 0.90502 2.10690
C -2.18329 0.70090 2.16607
C 1.20475 3.56327 -4.68041
C 2.04483 3.38511 -5.76640
C -2.94883 -1.07535 4.14090
C 0.89064 -4.74460 -0.34903
C 0.67628 3.24965 3.74852
C -3.45430 2.91076 -0.55213
C 2.89956 -3.01119 4.61323
C -0.14296 -3.28190 -5.95335
C -2.53831 0.34362 -3.17199
C 0.22701 5.68881 2.00418
C -4.05588 -0.69296 -1.47583
C 2.42248 1.10359 -5.10719
C -2.06512 3.87983 2.86210
C -1.75088 -5.08141 5.40872
C 0.49345 -3.68333 -4.78895
C 4.09784 0.13844 1.03647
C -3.50049 0.66708 2.59231
C -1.87780 5.50784 -0.68865
C -1.96845 -2.79199 0.75619
C 0.91696 -2.74053 -3.86682
C 2.65484 2.15352 -5.97670
C 3.24616 -0.30352 -0.99391
C 0.26358 -5.77120 3.50199
C -1.05670 -5.54652 3.12447
C 1.26767 -1.52911 2.89649
C 3.44428 2.97969 -1.79959
C -3.88722 -0.21798 3.58634
C -0.44074 -5.28174 5.77838
C 1.57700 1.27842 -4.01198
C 2.01020 -2.59462 2.41881
C 3.26919 3.92688 1.03721
C 2.75055 0.41392 1.05020
C 1.37624 -1.19133 4.25210
C 0.05408 -0.98806 -5.25662
C -1.21984 -0.12960 2.73946
C -2.05895 -5.21925 4.05457
C -0.36261 -1.93217 -6.18058
C 1.28990 -3.47846 -0.63062
H 1.39924 6.08511 -0.47027
H 1.55605 -5.80168 5.18825
H -3.04183 3.98866 -3.37946
H -0.93600 -1.75323 4.13995
H -1.94519 -2.81331 1.84686
H 0.83989 -0.33352 4.63996
H -2.09890 -1.76106 0.43979
H -2.52837 6.06797 -1.36210
H -0.13081 0.06012 -5.44910
H -2.61415 -2.22072 -3.53238
H 5.39049 -0.60769 -0.62584
H 1.13231 5.37590 -2.06453
H 4.12509 4.55806 0.79003
H -4.23307 1.31382 2.12766
H 4.46787 3.17989 -1.47899
H -4.10458 -1.27084 -0.55241
H 3.30227 3.42407 -2.78368
H 0.66676 -4.73412 -4.59825
H -0.85645 -1.61056 -7.08768
H 1.28518 5.81379 1.78558
H -0.47051 -4.01762 -6.67500
H -0.15615 -5.17804 6.81663
H -4.70943 -1.15479 -2.21564
H -1.49379 0.47237 -3.46366
H 0.42973 3.89125 4.59705
H -3.68581 3.26517 0.45244
H 2.22899 4.20145 -6.45139
H 4.78141 0.24052 1.86331
H -1.17484 -2.19725 -2.51354
H -2.81934 -3.38988 0.43169
H -1.42660 4.67230 -3.46521
H -3.25026 -1.80307 4.88237
H 3.68210 -0.24134 -3.09891
H -3.10833 -0.00870 -4.03058
H -1.66270 2.94034 -3.65616
H -2.26113 5.64057 0.32249
H 3.65974 2.97875 1.40745
H -2.93467 1.30365 -2.84810
H 3.00941 -1.76841 -2.54567
H 1.02261 -6.05019 2.78334
H 1.75863 3.27720 3.62711
H -1.89844 1.35666 1.35358
H 2.24746 -3.14743 -0.99566
H 3.34542 1.90266 -1.89807
H 2.74726 5.87666 -1.57792
H 0.73775 4.52350 -4.50785
H -2.08756 -5.83820 -0.04785
H -2.52021 -4.84062 6.12867
H 2.26096 0.83690 3.09330
H -0.61803 -6.65488 0.54123
H 3.53878 -3.58010 5.27522
H -2.69708 -2.83273 -1.87629
H 1.38122 -5.69312 -0.47701
H -0.33920 6.18031 1.21804
H -2.80228 4.12864 2.09968
H 1.50169 1.92488 1.89497
H 2.88443 0.14168 -5.29270
H -4.91883 -0.26009 3.90755
H 2.27484 -1.63382 6.13699
H -3.37262 1.82600 -0.50694
H 3.31567 2.01459 -6.82139
H -2.34015 2.92384 3.29954
H 0.32372 2.64075 -2.95167
H -0.89108 5.96486 -0.74323
H 2.00158 -2.83357 1.37199
H 1.38705 -3.08072 -2.95775
H -2.14699 4.63196 3.65049
H 0.38642 2.23191 4.01430
H 2.73996 4.41234 1.85537
H -4.42692 0.30980 -1.27370
H 0.02101 6.21870 2.93691
H 3.38201 -4.17106 2.87835
H -4.29958 3.16521 -1.19361
*
```

Atom charges from the Löwdin analysis, given in e for atoms 1 to 4: Re 1.0711; P 1.0283; P 1.0520; Si 0.4072